[1]
Below is a cluster of 5 separate species, C20H25N5 in total at a distorted geometry, with properties calculated with the ωB97M-V functional and the def2-TZVPD basis.

Structure (XYZ):
```
50
Properties=species:S:1:pos:R:3
C -1.57918 -4.73966 0.83122
C -2.12118 -6.11466 1.08722
C -3.51918 -5.96766 1.08422
N -3.78618 -4.71966 0.93922
C -2.68618 -3.94366 0.75122
H -0.50518 -4.33466 0.62122
H -1.66218 -6.97166 1.13322
H -4.29618 -6.62566 1.18622
H -4.81218 -4.39866 0.89222
H -2.75518 -3.02566 0.37022
C 4.59782 -2.37166 -1.05778
C 4.20482 -1.82566 0.30722
C 5.35082 -1.42766 0.92422
N 6.45682 -1.67366 0.15322
C 5.96882 -2.24666 -1.10078
H 3.97782 -2.90666 -1.75578
H 3.21082 -1.92266 0.77922
H 5.41582 -0.94766 1.81322
H 7.28282 -1.35866 0.39822
H 6.59382 -2.16266 -1.99978
C -4.24118 2.48034 0.87722
C -3.35418 3.13834 -0.14178
C -3.45918 4.44134 -0.00878
N -4.29218 4.72634 1.01522
C -4.78818 3.50234 1.62122
H -4.50518 1.47834 1.06422
H -2.93518 2.43334 -0.82578
H -2.71718 5.11534 -0.45178
H -4.64218 5.68034 1.15722
H -5.41218 3.58734 2.46422
C 1.97682 4.09334 -0.69978
C 2.45982 2.87434 -1.52178
C 1.53182 2.78334 -2.46478
N 0.34182 3.43534 -1.96478
C 0.65582 4.28134 -0.87878
H 2.34482 4.52734 0.11422
H 3.37682 2.24534 -1.47078
H 1.50882 2.07134 -3.27178
H -0.69018 3.17834 -2.19678
H -0.18918 4.78534 -0.34978
C 0.50482 -1.31766 -0.11378
C -0.70218 -0.77966 0.67822
C -0.72018 0.57634 0.46222
N 0.46082 0.94634 -0.19478
C 1.25082 -0.23566 -0.48478
H 1.06582 -2.20466 -0.17478
H -1.39918 -1.28066 1.28822
H -1.55218 1.41634 0.74322
H 0.76682 1.84834 -0.40178
H 2.01682 -0.14266 -1.22578
```

Results
- net charge = 0
- spin multiplicity = 1
- orbital gap (eV) = 8.806
- highest occupied orbital energy (eV) = -8.06
- SMILES = c1cc[nH]c1.c1cc[nH]c1.c1cc[nH]c1.c1cc[nH]c1.c1cc[nH]c1

These are the natural (NBO) partial charges, in e, on atoms 1 to 2:
1. C -0.283
2. C -0.310


[2]
Below is the molecule C20H25N5O3S at a distorted geometry, with properties calculated with the ωB97M-V functional and the def2-TZVPD basis.

Structure (XYZ):
```
54
Properties=species:S:1:pos:R:3
C 1.96528 -5.52068 1.33506
N 1.42636 -4.18065 1.50352
C 2.12555 -3.12663 0.90565
O 3.14675 -3.31327 0.26796
C 1.48159 -1.87698 1.15515
C 0.32893 -1.77385 1.91857
N -0.05951 -0.48639 2.03730
C 0.84851 0.19637 1.35432
S 0.86610 1.92372 1.21954
C -0.73924 2.29376 1.99854
C -1.90943 2.18043 1.02513
N -2.21839 3.46311 0.42115
C -3.53513 3.53350 -0.19192
C -3.58705 2.83647 -1.55805
O -2.61845 3.36757 -2.43702
C -1.31977 3.26242 -1.89037
C -1.23261 3.96052 -0.52804
N 1.80533 -0.58021 0.80472
C 2.87334 -0.16907 -0.07941
C 2.37039 -0.11474 -1.50223
C 1.92482 1.07820 -2.05526
C 1.41856 1.10110 -3.34375
C 1.34895 -0.06650 -4.08425
C 1.79445 -1.25820 -3.53687
C 2.30367 -1.28348 -2.25073
N -0.27966 -2.85998 2.46000
C -1.47812 -2.70741 3.25429
C 0.26785 -4.11195 2.26202
O -0.23733 -5.10932 2.72897
H 2.18974 -5.95373 2.30930
H 2.87026 -5.43783 0.73790
H 1.23314 -6.15280 0.83354
H -0.83664 1.57571 2.80922
H -0.66613 3.30741 2.38812
H -1.69498 1.37874 0.30029
H -2.79161 1.87828 1.59645
H -4.27439 3.09741 0.48210
H -3.76807 4.59390 -0.33019
H -4.55289 2.99926 -2.03898
H -3.42735 1.75326 -1.43562
H -0.65157 3.74051 -2.60791
H -1.03749 2.20196 -1.79526
H -0.23111 3.84779 -0.11399
H -1.43482 5.02730 -0.66570
H 3.67148 -0.90913 0.01146
H 3.22691 0.81277 0.24702
H 1.97756 1.98990 -1.47793
H 1.07712 2.03257 -3.77006
H 0.95090 -0.04646 -5.08792
H 1.74729 -2.17006 -4.11349
H 2.65967 -2.20857 -1.82243
H -1.27087 -2.07277 4.11593
H -1.78698 -3.69832 3.58075
H -2.26098 -2.24495 2.65340
```

Results
- net charge = 0
- spin multiplicity = 1
- orbital gap (eV) = 8.566
- highest occupied orbital energy (eV) = -8.04
- SMILES = Cn1c(=O)c2c(nc(SCCN3CCOCC3)n2Cc2ccccc2)n(C)c1=O

These are the natural (NBO) partial charges, in e, on atoms 1 to 2:
1. C -0.417
2. N -0.451


[3]
Below is a structure of composition C20H25N5O4RbS6 at a distorted geometry, with properties calculated with the ωB97M-V functional and the def2-TZVPD basis.

Structure (XYZ):
```
61
Properties=species:S:1:pos:R:3
Rb -0.91304 0.09802 0.19837
O -3.64961 -1.99969 -3.39269
C -3.15044 -1.19217 -2.43916
O -2.72800 -1.65926 -1.38971
C -3.21403 0.26197 -2.80975
C -3.81525 0.68085 -4.02650
C -3.80513 2.03435 -4.28243
C -3.23994 2.94771 -3.39115
C -2.58195 2.41194 -2.25977
N -2.57092 1.12523 -1.99823
C -1.78498 3.28358 -1.30738
O -1.26719 4.45114 -1.78617
O -1.53492 2.97993 -0.13597
H -3.58394 -2.93593 -3.14435
H -4.24458 -0.08591 -4.67589
H -4.25016 2.43763 -5.20164
H -3.31134 4.03947 -3.57001
H -1.20573 4.48676 -2.75025
C 1.89581 -2.64123 2.05925
C 0.42709 -2.92267 2.50036
N -0.64894 -2.82255 1.54160
C -0.83207 -3.80318 0.49818
C 0.34073 -4.14493 -0.45733
S 0.97372 -2.82094 -1.49646
C 2.68949 -2.63264 -0.96642
C 2.99242 -1.52214 0.05733
N 2.12328 -1.46724 1.21850
H 2.27452 -3.53409 1.56234
H 2.41713 -2.58797 3.03841
H 0.21728 -2.21068 3.29829
H 0.46955 -3.92339 2.95002
H -1.54815 -2.62026 2.02274
H -1.69636 -3.47419 -0.11331
H -1.13202 -4.78700 0.94229
H -0.06378 -4.89215 -1.14940
H 1.15918 -4.62574 0.07729
H 3.22197 -2.36993 -1.89487
H 3.04899 -3.62508 -0.65695
H 2.89061 -0.54770 -0.45565
H 4.06638 -1.60721 0.34685
H 2.27544 -0.61774 1.75104
S -2.08340 1.84206 8.65680
C -1.67107 1.24362 7.19244
S -0.14835 1.56072 6.37268
C -0.45055 0.68520 4.84740
C -1.80243 0.06213 4.76933
S -2.49633 -0.73156 3.50370
S -2.77203 0.27407 6.22772
S 0.68936 0.69153 3.64918
C 3.52514 4.42165 -0.29787
N 2.89949 3.24763 -0.92444
C 3.28421 2.65303 -2.14483
C 2.39445 1.64644 -2.36397
N 1.46251 1.60097 -1.30604
C 1.75163 2.60732 -0.51336
H 4.58536 4.46708 -0.58236
H 3.44254 4.32681 0.78807
H 2.99583 5.33136 -0.63260
H 4.13508 3.01947 -2.73595
H 2.35239 0.95613 -3.19805
H 1.19505 2.92936 0.38073
```

Results
- net charge = -1
- spin multiplicity = 1
- orbital gap (spin up / spin down) (eV) = 5.995 / 3.557
- highest occupied orbital energy (spin up / spin down) (eV) = -4.09 / -2.17

These are the natural (NBO) partial charges, in e, on atoms 1 to 2:
1. Rb 0.906
2. O -0.719


Energy above the lowest of the compared OMol25 structures with the same formula, charge and spin list, top to bottom, in kcal/mol: 171.7 12.4 0.0